{
  "formula": "H16O8",
  "method": "ωB97M-V/def2-TZVPD",
  "homo_energy_ha": -0.4029,
  "lumo_ev": -0.23,
  "multiplicity": 1,
  "total_energy_ha": -611.48919,
  "de_lowest_kj_mol": 245.3,
  "orbital_gap_ev": 10.7,
  "smiles": "O.O.O.O.O.O.O.O",
  "charge": 0,
  "elements": ["O", "H", "H", "O", "H", "H", "O", "H", "H", "O", "H", "H", "O", "H", "H", "O", "H", "H", "O", "H", "H", "O", "H", "H"],
  "positions_angstrom": [[-0.232, 1.503, 2.454], [0.680, 1.185, 2.218], [-0.741, 1.296, 1.661], [-0.411, -0.140, 4.586], [-0.589, 0.095, 3.686], [-1.149, -0.656, 4.842], [0.022, -2.008, 1.549], [-0.293, -2.512, 2.285], [-0.445, -2.500, 0.863], [0.662, 2.629, -0.994], [1.031, 2.104, -1.697], [0.295, 1.808, -0.612], [-0.277, -1.010, -2.410], [0.569, -1.354, -2.219], [-0.764, -1.690, -2.825], [-1.468, 0.761, -4.307], [-1.066, 0.405, -3.522], [-1.342, 1.651, -4.186], [-0.795, 0.121, 0.154], [-0.531, -0.545, 0.820], [-0.899, -0.285, -0.745], [2.450, -0.625, -0.573], [2.966, -0.133, -1.252], [2.326, -0.100, 0.228]],
  "forces_ev_per_a": [[1.3, -0.6, -0.3], [-1.3, 0.6, 0.4], [-0.1, 0.2, -0.2], [1.1, -0.1, 0.7], [0.0, 0.8, -1.0], [-1.1, -0.8, 0.6], [-0.2, -0.4, -0.7], [0.0, -0.1, 1.5], [0.3, 0.1, -0.6], [-0.3, -1.4, 0.3], [0.9, 0.6, -1.4], [-0.7, 0.7, 1.1], [-0.8, 1.7, 0.5], [1.7, -0.5, 0.5], [-0.9, -1.2, -0.8], [-0.6, -2.8, -0.7], [0.3, -0.6, 0.5], [0.2, 3.6, 0.1], [-0.2, 0.1, -0.8], [-0.1, 0.0, -0.7], [0.3, 0.2, 1.2], [0.2, -0.1, -1.0], [-0.5, -0.2, 1.3], [0.2, 0.2, -0.5]],
  "nbo_charge": [-0.95, 0.47, 0.49, -0.95, 0.48, 0.45, -0.93, 0.49, 0.47, -0.93, 0.45, 0.48, -0.96, 0.50, 0.49, -0.94, 0.47, 0.46, -1.04, 0.50, 0.51, -0.97, 0.48, 0.49]
}

{
  "formula": "C9H22ClDyIO2P",
  "method": "ωB97M-V/def2-TZVPD",
  "homo_energy_ha": [-0.5687, -0.5687],
  "s_squared": 9.34,
  "lumo_ev": [-8.07, -8.50],
  "multiplicity": 6,
  "total_energy_ha": -2490.34674,
  "de_lowest_kj_mol": 0.0,
  "orbital_gap_ev": [7.4, 7.0],
  "charge": 2,
  "elements": ["C", "I", "H", "H", "H", "Dy", "P", "C", "C", "H", "H", "H", "C", "H", "H", "H", "H", "H", "H", "C", "O", "Cl", "C", "C", "O", "C", "C", "H", "H", "H", "H", "H", "H", "H", "H", "H", "H"],
  "positions_angstrom": [[2.550, -1.880, -0.516], [2.834, 0.579, 0.943], [1.471, -1.665, -0.518], [2.858, -2.344, 0.432], [2.771, -2.591, -1.327], [-2.134, 0.481, 0.389], [-0.839, 0.873, -2.077], [0.859, 1.389, -2.505], [-0.941, -0.687, -3.052], [-2.864, 1.841, -3.039], [-1.518, 1.785, -4.225], [-1.545, 3.036, -2.935], [-1.787, 1.994, -3.179], [-1.750, -1.319, -2.661], [-1.143, -0.449, -4.106], [0.874, 1.841, -3.509], [1.550, 0.538, -2.483], [0.007, -1.235, -2.974], [1.210, 2.126, -1.773], [3.319, -0.641, -0.759], [4.036, -0.296, -1.659], [-3.715, -1.326, -0.022], [0.705, -1.721, 3.159], [-0.570, -1.649, 2.355], [-0.887, -0.299, 1.955], [-0.609, 0.724, 2.961], [-1.225, 2.038, 2.488], [1.551, -1.225, 2.666], [0.964, -2.773, 3.300], [0.580, -1.290, 4.157], [-0.516, -2.224, 1.429], [-1.424, -2.014, 2.934], [-1.029, 0.370, 3.914], [0.481, 0.799, 3.065], [-2.340, 2.001, 2.438], [-1.001, 2.825, 3.208], [-0.783, 2.391, 1.528]],
  "forces_ev_per_a": [[0.1, -1.6, -1.1], [0.2, 1.4, 0.5], [0.4, 0.0, 0.2], [-0.2, 0.3, -0.2], [-0.1, 0.1, 0.2], [-1.0, -0.6, -0.5], [0.7, -0.2, -2.3], [0.5, 0.3, 0.7], [-0.3, -0.4, 0.5], [0.1, 0.1, -0.2], [0.0, 0.0, 0.4], [-0.1, -0.2, -0.1], [-0.5, 0.3, 0.6], [0.2, 0.0, -0.3], [0.1, -0.1, 0.3], [-0.1, -0.2, 0.3], [-0.2, 0.2, 0.0], [-0.3, 0.1, 0.0], [0.1, 0.0, -0.3], [1.3, 0.7, -1.8], [-1.7, -0.8, 2.1], [0.7, 0.7, 0.2], [0.3, -0.1, 0.2], [0.1, -1.2, 0.5], [0.1, 1.0, 0.1], [0.2, 0.0, 0.3], [-0.1, -0.2, -0.1], [-0.3, -0.2, 0.1], [-0.1, 0.1, 0.0], [0.0, -0.1, -0.1], [0.0, 0.1, 0.0], [0.1, 0.0, -0.1], [0.0, 0.3, -0.3], [-0.4, 0.1, -0.1], [0.4, 0.1, 0.1], [-0.1, 0.0, 0.0], [-0.1, -0.1, 0.4]],
  "lowdin_spin": [0.00, 0.00, 0.00, 0.00, 0.00, 5.03, 0.00, 0.00, 0.00, 0.00, 0.00, 0.00, 0.00, 0.00, 0.00, 0.00, 0.00, 0.00, 0.00, 0.00, 0.00, 0.00, 0.00, 0.00, -0.02, 0.00, -0.01, 0.00, 0.00, 0.00, 0.00, 0.00, 0.00, 0.00, 0.00, 0.00, 0.00]
}

{
  "formula": "C49H42BF4N6O2P2TaTe",
  "method": "ωB97M-V/def2-TZVPD",
  "homo_energy_ha": -0.4790,
  "lumo_ev": -7.36,
  "multiplicity": 1,
  "total_energy_ha": -3803.17581,
  "de_lowest_kj_mol": 383.4,
  "orbital_gap_ev": 5.7,
  "charge": 2,
  "elements": ["Ta", "O", "C", "N", "C", "O", "C", "C", "C", "C", "C", "N", "C", "C", "C", "C", "C", "N", "H", "H", "H", "H", "H", "H", "H", "H", "C", "C", "P", "C", "C", "C", "C", "C", "C", "C", "C", "C", "C", "C", "C", "C", "P", "C", "C", "C", "C", "C", "C", "C", "C", "C", "C", "C", "C", "H", "H", "H", "H", "H", "H", "H", "H", "H", "H", "H", "H", "H", "H", "H", "H", "H", "H", "H", "H", "H", "H", "H", "H", "H", "H", "C", "Te", "C", "C", "C", "C", "C", "C", "C", "H", "H", "H", "H", "H", "H", "H", "H", "F", "B", "F", "F", "F", "N", "C", "N", "C", "N"],
  "positions_angstrom": [[-0.411, -0.417, -1.068], [0.417, -1.451, -4.680], [-0.112, -0.657, -3.983], [0.544, -0.092, -2.791], [1.585, 0.814, -3.295], [1.517, 1.172, -4.428], [2.742, 1.202, -2.446], [3.820, 1.798, -3.078], [4.943, 2.082, -2.322], [4.911, 1.789, -0.971], [3.759, 1.235, -0.434], [2.689, 0.924, -1.162], [-1.480, -0.133, -4.130], [-2.187, -0.277, -5.298], [-3.501, 0.155, -5.315], [-4.035, 0.719, -4.168], [-3.243, 0.833, -3.041], [-1.972, 0.425, -3.014], [3.764, 2.019, -4.138], [5.823, 2.519, -2.783], [5.762, 1.989, -0.327], [3.716, 1.014, 0.625], [-1.711, -0.728, -6.159], [-4.106, 0.040, -6.206], [-5.061, 1.065, -4.138], [-3.635, 1.273, -2.132], [1.512, -0.509, 2.754], [0.054, -0.116, 2.954], [-0.501, 1.635, 3.196], [0.339, 2.450, 1.760], [1.545, 3.013, 1.826], [2.286, 3.811, 0.838], [2.077, 4.037, -0.455], [-0.218, 2.839, -0.841], [-0.552, 2.425, 0.551], [0.439, 2.195, 4.656], [0.839, 1.309, 5.656], [1.442, 1.780, 6.819], [1.644, 3.141, 6.999], [1.227, 4.034, 6.019], [0.615, 3.566, 4.864], [1.541, -1.953, 2.203], [1.305, -2.182, 0.393], [0.810, -3.937, 0.286], [-0.117, -4.448, 1.196], [-0.475, -5.785, 1.159], [0.074, -6.627, 0.200], [0.972, -6.120, -0.728], [1.334, -4.780, -0.694], [2.972, -2.252, -0.319], [3.103, -2.304, -1.707], [4.350, -2.447, -2.293], [5.486, -2.535, -1.494], [5.361, -2.500, -0.112], [4.106, -2.368, 0.475], [2.040, -0.470, 3.705], [2.014, 0.182, 2.079], [-0.361, -0.657, 3.809], [-0.497, -0.480, 2.100], [2.048, 2.935, 2.786], [3.170, 4.295, 1.244], [2.787, 4.678, -0.967], [-1.059, 3.101, -1.462], [-1.597, 2.506, 0.807], [0.670, 0.240, 5.555], [1.743, 1.078, 7.592], [2.113, 3.507, 7.907], [1.363, 5.101, 6.162], [0.267, 4.279, 4.122], [0.763, -2.525, 2.693], [2.472, -2.463, 2.425], [-0.592, -3.808, 1.928], [-1.188, -6.171, 1.882], [-0.207, -7.675, 0.172], [1.401, -6.768, -1.486], [2.026, -4.410, -1.431], [2.230, -2.233, -2.346], [4.431, -2.497, -3.376], [6.466, -2.643, -1.948], [6.241, -2.588, 0.517], [4.046, -2.358, 1.556], [-4.029, 1.598, 0.466], [-2.798, -0.143, 0.568], [-4.488, -1.161, -0.227], [-5.642, -0.315, 0.232], [-6.923, -0.846, 0.317], [-7.981, -0.040, 0.709], [-7.762, 1.298, 1.021], [-6.484, 1.831, 0.944], [-5.423, 1.026, 0.547], [-3.848, 2.156, -0.449], [-3.792, 2.229, 1.317], [-4.501, -2.171, 0.165], [-4.396, -1.205, -1.304], [-7.096, -1.892, 0.077], [-8.979, -0.460, 0.783], [-8.588, 1.926, 1.337], [-6.315, 2.876, 1.194], [-2.050, -4.228, -1.815], [-1.637, -2.969, -1.596], [-1.557, -2.576, -0.188], [-0.304, -2.634, -2.054], [-2.418, -1.922, -2.139], [-0.264, 1.387, -0.494], [0.983, 3.594, -1.307], [0.879, 3.938, -2.528], [1.852, 4.643, -3.146], [2.666, 5.221, -3.737]],
  "forces_ev_per_a": [[0.5, 1.1, -1.4], [0.2, -0.2, -0.2], [0.1, 0.2, 0.2], [0.4, -0.2, 0.7], [-0.3, -0.3, 0.1], [-0.2, 0.2, -0.6], [-0.2, -0.2, -0.1], [0.1, 0.2, -0.4], [0.1, 0.1, -0.1], [0.1, 0.0, 0.2], [0.0, -0.2, 0.1], [0.0, -0.4, 0.7], [-0.1, 0.3, 0.4], [-0.1, -0.1, -0.3], [-0.2, 0.0, -0.1], [-0.1, 0.0, -0.1], [0.2, 0.1, 0.2], [0.1, -0.5, 0.4], [0.0, 0.0, 0.1], [-0.1, 0.0, 0.1], [-0.1, 0.0, -0.1], [-0.1, -0.1, 0.1], [0.0, 0.0, 0.1], [0.0, 0.0, 0.0], [0.1, 0.0, 0.0], [0.0, -0.1, -0.1], [-0.1, -0.2, -0.2], [0.2, 0.2, 0.4], [0.1, 0.1, 0.0], [-0.5, -0.4, -0.3], [0.4, 0.4, -0.2], [0.0, -0.2, 0.7], [-0.1, 0.1, -0.4], [-0.1, -0.4, 0.9], [0.6, 0.2, -0.2], [0.0, 0.0, 0.0], [0.1, -0.1, 0.1], [-0.1, 0.0, 0.0], [0.0, 0.0, 0.0], [0.0, 0.0, 0.0], [0.0, 0.1, 0.0], [0.0, 0.6, 0.0], [0.2, 0.0, 0.0], [-0.2, 0.0, 0.1], [0.0, -0.2, 0.0], [-0.1, 0.0, 0.1], [0.0, 0.0, 0.0], [0.0, 0.0, 0.0], [0.0, -0.1, 0.1], [0.0, 0.3, -0.1], [0.0, 0.2, -0.1], [0.1, 0.0, -0.1], [0.0, 0.0, 0.0], [0.0, 0.0, 0.0], [0.2, 0.1, 0.1], [0.1, 0.0, 0.0], [0.1, 0.1, -0.1], [-0.1, -0.1, 0.0], [-0.4, -0.1, -0.3], [0.0, 0.0, -0.1], [-0.1, -0.1, 0.0], [0.0, 0.0, 0.0], [-0.2, 0.0, -0.1], [-0.2, -0.1, 0.0], [0.0, 0.1, 0.0], [0.0, 0.1, -0.1], [-0.1, 0.0, -0.1], [0.0, -0.1, 0.0], [0.0, 0.0, 0.1], [-0.1, -0.1, 0.1], [0.0, -0.1, 0.1], [0.0, 0.0, 0.0], [0.1, 0.1, -0.1], [0.1, 0.1, 0.0], [-0.1, 0.1, 0.1], [0.1, 0.0, 0.0], [0.0, 0.0, 0.0], [0.0, 0.0, 0.2], [-0.1, 0.0, 0.0], [-0.1, 0.0, -0.1], [0.1, 0.0, -0.1], [0.1, 0.0, 0.0], [-0.5, -0.3, 0.2], [0.0, 0.0, 0.1], [-0.1, 0.1, 0.0], [-0.1, -0.1, 0.0], [-0.1, 0.0, 0.0], [-0.1, 0.0, 0.0], [-0.1, 0.1, 0.0], [-0.1, 0.0, 0.0], [0.0, 0.1, 0.0], [0.0, 0.0, 0.1], [0.0, -0.1, 0.1], [0.1, 0.0, -0.2], [0.0, 0.1, 0.0], [0.1, 0.1, 0.0], [0.1, -0.1, 0.0], [0.0, -0.2, 0.0], [0.4, 0.9, 0.2], [-0.4, -0.5, 0.0], [0.0, 0.4, -0.2], [-0.1, 0.3, 0.0], [0.1, -0.6, -0.1], [0.4, -0.3, 0.2], [0.4, -0.2, 0.6], [0.1, 0.2, -1.2], [0.4, 0.3, -0.1], [-0.7, -0.5, 0.5]],
  "mulliken_charge": [0.51, -0.52, -0.02, 1.58, -0.53, -0.55, 0.74, -0.96, -1.01, -1.17, -0.29, 1.30, 0.77, -0.94, -0.69, -1.17, -0.03, 0.18, 0.64, 0.53, 0.60, 0.25, 0.57, 0.48, 0.53, 0.30, 0.53, 0.19, -0.09, -0.22, 0.43, -1.17, -0.92, -0.53, 0.06, 0.76, -0.41, -0.77, -0.51, -0.72, -0.44, -2.37, 1.98, 1.03, -0.72, -0.82, -0.65, -0.80, -0.46, 1.07, -0.41, -1.02, -0.88, -0.83, -0.94, 0.83, -0.84, 0.75, -1.09, 0.56, 0.35, 0.41, 0.38, 0.42, 0.35, 0.41, 0.41, 0.42, 0.45, 0.61, 0.98, 0.12, 0.44, 0.42, 0.46, 0.45, 0.70, 0.50, 0.43, 0.46, 0.31, -1.50, 0.37, -0.86, 0.35, -0.82, -0.66, -0.69, -0.79, 0.60, 0.75, 0.90, 0.83, 0.39, 0.51, 0.42, 0.43, 0.49, -0.21, -0.08, -0.29, -0.30, -0.03, 1.41, 0.28, -0.63, 0.52, -0.53]
}